One molecule with the formula C4H8O in a non-equilibrium geometry. Source: the Open Molecules 2025 dataset; level of theory: wB97M-V/def2-TZVPD.

Structure (XYZ):
```
13
C4H8O | the Open Molecules 2025 dataset | wB97M-V/def2-TZVPD
O -2.2213 -0.0996 0.2849
C 0.4378 -1.3348 -0.1562
C 1.3365 1.0402 0.1980
C 0.4601 0.0967 0.0014
C -1.2827 0.6198 -0.4094
H -1.4599 1.7536 -0.1845
H 1.3988 -1.9077 0.0620
H -1.2851 0.5263 -1.5583
H -2.2653 0.1114 1.1762
H -0.2078 -1.7687 0.5837
H 1.1829 2.0848 0.3944
H 0.0196 -1.4571 -1.1976
H 2.4283 0.7938 0.2752
```

Values from the calculation:
SMILES = C=C(C)CO
Energy above the lowest of the compared OMol25 structures with the same formula, charge and spin = 245.4 kJ/mol
2S+1 = 1

A 2-piece molecular cluster, C29H39Br2ClF5N3O4PS3 overall in a non-equilibrium geometry. Source: the Open Molecules 2025 dataset; level of theory: wB97M-V/def2-TZVPD.

Structure (XYZ):
```
87
C29H39Br2ClF5N3O4PS3 | the Open Molecules 2025 dataset | wB97M-V/def2-TZVPD
Br 7.5182 4.3479 7.4268
Br 8.3420 3.8651 3.8618
Cl 1.8534 -1.8432 0.6462
S 1.0232 1.8523 1.9162
S -3.7472 -3.7562 -2.3801
S -3.6122 -5.0445 0.3486
P 0.3538 -1.4963 2.0468
F 2.2597 0.8258 5.1683
F 3.1143 2.3746 3.9198
F -0.2499 1.3506 4.2418
F 0.3432 3.3425 3.8810
F 1.9373 2.8665 5.5950
O 1.4129 3.1706 1.4623
O 2.1257 0.9426 1.6684
O 1.0860 -0.7998 3.3437
O -3.9066 -0.3449 -0.5470
N -1.3610 2.0229 0.4607
N -0.3196 -6.4502 -2.9108
N -1.8728 -5.4549 -1.6373
C -0.4712 1.2161 1.1293
C 2.1199 -1.3853 -3.5960
C -3.5452 2.3563 -0.7712
C -1.8855 -0.7384 0.6358
C -3.0222 -4.7581 -1.3030
C 0.0382 -6.6053 -1.5635
C 3.2344 -2.1094 -2.7907
C -0.8999 -5.9829 -0.7912
C -2.4453 3.0469 -3.0615
C -2.4853 1.5275 -0.0663
C 0.7438 2.0817 3.7692
C -1.4305 -5.7845 -2.9056
C -4.3907 -3.4759 0.8294
C 6.3662 4.4199 5.8608
C -2.2021 -2.2071 0.6436
C 1.5741 -0.1210 -2.9090
C 0.4121 0.4721 -3.7294
C -0.2633 1.6721 -3.0278
C -1.5461 4.9337 2.4907
C -1.2675 4.2342 1.5580
C 6.7406 3.3693 4.8493
C -1.0996 3.4707 0.3040
C -1.4029 2.2628 -3.8910
C 2.0653 1.9886 4.6038
C -0.7121 -0.1600 1.2262
C -3.4541 2.1406 -2.3072
C 2.9277 -3.6199 -2.6668
C -2.7760 0.1395 0.0112
C -3.3820 -2.5972 1.6159
H 5.9610 3.2688 4.0962
H -4.6894 -2.9308 -0.0750
H -2.9867 -3.1174 2.4885
H -4.5015 1.9315 -0.4489
H -2.5695 -2.4381 -0.3653
H 2.5516 -3.9815 -3.6319
H 2.0438 -0.7703 3.1972
H 6.9344 2.4001 5.2982
H 4.1861 -2.0398 -3.3295
H -1.8734 1.4920 -4.5096
H -3.2041 1.0937 -2.5216
H -1.8961 3.7483 -2.4233
H -3.8731 -1.6518 1.8873
H 0.7772 0.8024 -4.7091
H 1.1883 -0.3369 -1.9006
H -3.5565 3.4022 -0.4665
H 3.3989 -1.6226 -1.8240
H 6.4331 5.4285 5.4657
H -0.3684 -0.2911 -3.8424
H -0.6237 1.3199 -2.0485
H -3.0217 3.6639 -3.7600
H 5.3603 4.2446 6.2382
H 0.8963 -7.1239 -1.1674
H 2.5795 -1.0722 -4.5423
H 3.8432 -4.1854 -2.4648
H -1.3429 -2.8544 0.8061
H -1.7357 3.9432 -0.4379
H 2.3697 0.6300 -2.8161
H -0.0915 3.5694 -0.1115
H -4.5297 -0.6039 0.1429
H 1.2830 -2.0525 -3.8321
H 0.4619 2.4782 -2.8469
H -1.8963 -5.5383 -3.8482
H -0.9652 -5.8643 0.2814
H -1.8664 5.6962 3.1685
H 2.1582 -3.8519 -1.9237
H -4.4447 2.2913 -2.7454
H -5.2931 -3.6313 1.4244
H -0.9382 2.9955 -4.5613
```

Values from the calculation:
Charge = +1
2S+1 = 1

CHBr4O2P as an isolated structure in a non-equilibrium geometry. Source: the Open Molecules 2025 dataset; level of theory: wB97M-V/def2-TZVPD.

Structure (XYZ):
```
9
CHBr4O2P | the Open Molecules 2025 dataset | wB97M-V/def2-TZVPD
Br 1.5533 -3.0549 0.6298
Br 3.1354 2.0405 -0.9531
Br 4.3175 0.6476 1.5349
Br 4.1206 -1.1045 -1.1566
P 1.2731 -1.3855 -0.7856
O 1.9734 -0.1319 0.3231
O -0.1596 -0.9374 -0.6526
C 3.1612 0.2833 -0.0223
H -0.7864 -1.2657 0.0276
```

Values from the calculation:
Energy above the lowest of the compared OMol25 structures with the same formula, charge and spin = 100.9 kJ/mol
2S+1 = 1

A 2-piece molecular cluster, C4H8O overall in a non-equilibrium geometry. Source: the Open Molecules 2025 dataset; level of theory: wB97M-V/def2-TZVPD.

Structure (XYZ):
```
13
C4H8O | the Open Molecules 2025 dataset | wB97M-V/def2-TZVPD
O -0.3740 0.2468 -2.7039
C 0.4807 -1.0044 -0.1568
C 0.0860 1.7179 2.1897
C -0.5787 -0.5054 0.8154
C -0.2823 0.7530 1.5704
H 0.4350 2.6151 2.6726
H -0.3389 0.7859 -1.8815
H 0.9922 -0.0967 -0.5189
H 0.4958 0.3998 -3.1380
H 1.2084 -1.6208 0.3974
H 0.1245 -1.5789 -1.0284
H -1.5256 -0.3678 0.2588
H -0.7230 -1.3444 1.5230
```

Values from the calculation:
SMILES = C#CCC.O
Energy above the lowest of the compared OMol25 structures with the same formula, charge and spin = 212.2 kJ/mol
2S+1 = 1

| no. | HOMO level (eV) |
| --- | --- |
| 1 | -9.211 |
| 2 | -11.343 |
| 3 | -9.732 |
| 4 | -10.130 |